# 1
{"formula": "C3H13NO3", "method": "ωB97M-V/def2-TZVPD", "de_lowest_ev": 2.003, "e_tot_ha": -402.50684, "e_lumo_ev": 0.63, "e_homo_ev": -7.883, "symbols": ["C", "C", "N", "C", "H", "H", "H", "H", "H", "H", "H", "O", "H", "H", "O", "H", "H", "O", "H", "H"], "positions_angstrom": [[1.128, 2.032, 0.829], [0.302, 1.057, 1.394], [-0.510, 0.170, 0.701], [-1.450, -0.583, 1.554], [1.566, 1.903, -0.148], [1.676, 2.703, 1.405], [0.384, 0.859, 2.481], [-0.179, -0.414, -0.028], [-0.842, -1.296, 2.098], [-1.935, 0.136, 2.142], [-2.140, -1.082, 0.845], [-1.444, 1.510, -1.900], [-2.425, 1.622, -2.040], [-1.313, 1.005, -1.083], [0.227, -2.995, 0.157], [0.867, -2.904, -0.531], [0.714, -3.398, 0.824], [1.596, -0.311, -2.657], [2.523, -0.362, -2.736], [1.255, 0.348, -3.307]], "atomic_forces_ev_per_a": [[-1.5, -3.5, 0.5], [2.5, 1.7, -1.1], [-1.1, 0.3, 0.8], [1.3, -0.5, -2.3], [-0.9, 0.3, -0.7], [0.7, 0.8, 1.4], [-0.8, 0.8, -0.5], [1.0, -0.2, -0.7], [-0.5, -0.4, 0.6], [-0.9, 0.6, 1.1], [0.2, 0.1, 0.8], [-1.4, 0.2, -0.6], [1.7, -0.3, 0.5], [-0.2, 0.2, 0.2], [-1.7, 1.0, -1.1], [0.5, 0.3, -1.1], [1.1, -1.2, 2.1], [-2.2, 0.6, -0.3], [1.6, 0.1, -0.4], [0.6, -0.8, 0.8]]}

---

# 2
{"formula": "C7H13N", "method": "ωB97M-V/def2-TZVPD", "de_lowest_ev": 5.165, "e_tot_ha": -329.08164, "e_lumo_ev": 1.10, "e_homo_ev": -9.315, "symbols": ["C", "C", "C", "C", "C", "C", "C", "N", "H", "H", "H", "H", "H", "H", "H", "H", "H", "H", "H", "H", "H"], "positions_angstrom": [[-1.913, -0.030, -0.033], [-1.260, 1.409, 0.111], [0.146, 0.805, 0.153], [1.644, 1.084, -0.068], [1.772, -0.515, -0.412], [0.526, -1.211, 0.460], [-0.949, -1.312, -0.327], [0.140, -0.156, 1.328], [-2.464, -0.407, 0.889], [-2.568, 0.056, -0.974], [-1.348, 1.948, -0.844], [-1.717, 1.994, 0.854], [0.143, 0.151, -0.802], [1.791, 1.607, -0.970], [2.260, 1.576, 0.749], [1.639, -0.539, -1.634], [2.721, -0.968, -0.025], [0.664, -2.109, 1.109], [-0.806, -1.264, -1.433], [-1.474, -2.276, 0.037], [1.053, 0.158, 1.832]], "atomic_forces_ev_per_a": [[-1.7, -1.4, -0.3], [1.4, -2.0, -2.2], [-0.2, 1.5, 0.1], [-0.5, -1.4, 1.1], [1.1, -0.4, -0.5], [-1.5, -1.1, -0.8], [0.4, -0.4, 0.2], [2.9, 2.4, 0.3], [0.2, 1.2, -1.3], [0.4, -0.6, 1.7], [-0.2, -0.1, 0.2], [-0.1, 0.6, 1.4], [-1.2, 2.3, 1.4], [0.4, 0.7, -1.1], [-0.7, -0.9, -0.8], [0.6, -0.5, 3.2], [-0.5, 0.2, -0.9], [0.7, 0.1, -1.2], [0.0, -0.9, 0.7], [0.7, 1.5, -0.9], [-2.1, -0.8, -0.4]]}

---

# 3
{"formula": "C25H31FeOSi", "method": "ωB97M-V/def2-TZVPD", "e_tot_ha": -2599.52873, "e_lumo_ev": [2.67, 2.65], "total_charge": -1, "multiplicity": 5, "e_homo_ev": [-0.873, -2.768], "symbols": ["C", "Si", "C", "C", "O", "C", "C", "C", "C", "C", "H", "H", "H", "H", "H", "H", "H", "H", "H", "H", "H", "H", "H", "H", "H", "H", "C", "C", "C", "C", "C", "Fe", "C", "C", "C", "C", "C", "C", "C", "C", "C", "C", "C", "C", "H", "H", "H", "H", "H", "H", "H", "H", "H", "H", "H", "H", "H", "H", "H"], "positions_angstrom": [[2.849, -3.918, 0.466], [1.262, -2.977, 0.606], [0.361, -2.914, -1.025], [0.142, -3.482, 2.002], [1.854, -1.422, 1.056], [2.164, -0.238, 0.644], [1.656, 0.379, -0.617], [2.532, 1.662, -0.755], [3.705, 1.512, 0.224], [3.293, 0.478, 1.284], [2.687, -4.914, 0.034], [3.556, -3.375, -0.177], [3.311, -4.035, 1.453], [0.015, -3.936, -1.248], [-0.524, -2.267, -1.039], [1.032, -2.610, -1.839], [-0.524, -4.292, 1.670], [0.735, -3.863, 2.844], [-0.481, -2.657, 2.372], [1.940, -0.305, -1.444], [2.879, 1.767, -1.792], [1.934, 2.552, -0.514], [4.600, 1.177, -0.317], [3.964, 2.465, 0.698], [2.924, 0.978, 2.201], [4.120, -0.187, 1.581], [-2.519, -0.770, 2.321], [-2.319, -0.905, 0.888], [-3.167, 0.062, 0.216], [-3.913, 0.776, 1.235], [-3.510, 0.264, 2.533], [-1.978, 0.949, 1.519], [-1.678, 2.889, 1.846], [-0.869, 2.086, 2.727], [-0.053, 1.209, 1.920], [-0.355, 1.448, 0.509], [0.200, 0.599, -0.644], [-0.266, 1.032, -2.047], [-0.292, 0.071, -3.075], [-0.986, 0.341, -4.260], [-1.586, 1.592, -4.449], [-1.331, 2.624, -3.544], [-0.612, 2.352, -2.374], [-1.379, 2.501, 0.484], [-2.066, -1.401, 3.081], [-1.755, -1.697, 0.408], [-3.292, 0.155, -0.861], [-4.700, 1.502, 1.052], [-3.934, 0.547, 3.493], [-2.341, 3.699, 2.143], [-0.791, 2.180, 3.805], [0.708, 0.525, 2.285], [-0.240, -0.405, -0.490], [0.212, -0.894, -2.943], [-1.082, -0.442, -5.016], [-2.228, 1.768, -5.310], [-1.709, 3.634, -3.713], [-0.350, 3.172, -1.701], [-1.806, 2.957, -0.405]], "atomic_forces_ev_per_a": [[0.2, -0.6, -0.1], [0.3, 2.5, 0.4], [-0.1, -0.5, -0.3], [0.0, -0.4, 0.1], [-1.4, -3.8, 0.8], [1.1, 2.0, -1.1], [2.6, 0.1, 0.2], [-0.4, -0.1, -0.2], [0.4, 0.2, 0.2], [-0.2, 0.3, 0.1], [0.1, 0.1, 0.1], [-0.2, -0.1, 0.1], [-0.1, 0.0, -0.2], [0.1, 0.2, 0.0], [0.3, -0.2, 0.1], [-0.1, -0.1, 0.2], [0.1, 0.2, 0.1], [-0.1, 0.1, -0.1], [0.2, -0.1, -0.3], [-0.2, 0.1, -0.1], [-0.1, 0.1, 0.2], [0.0, -0.3, 0.0], [-0.1, -0.1, 0.1], [0.0, 0.0, -0.2], [0.3, 0.0, -0.1], [-0.2, 0.0, 0.0], [-1.3, -1.3, -0.2], [-1.4, -1.2, 0.0], [-1.4, -1.4, 0.0], [-1.4, -1.2, -0.1], [-1.4, -1.3, 0.1], [0.1, 0.0, 0.6], [1.2, 1.3, -0.2], [1.4, 1.1, 0.0], [1.3, 1.1, -0.3], [1.3, 1.3, -0.1], [-2.2, 0.4, -0.2], [0.6, 0.0, 0.1], [-0.5, 0.4, -0.1], [0.1, 0.1, 0.2], [0.1, 0.0, 0.0], [0.3, -0.4, 0.2], [-0.2, -0.1, -0.2], [1.6, 1.3, -0.2], [-0.1, 0.3, -0.1], [0.0, 0.3, 0.1], [0.1, 0.1, 0.3], [0.3, 0.0, 0.1], [0.2, 0.0, -0.2], [0.1, -0.3, -0.1], [-0.2, -0.1, -0.2], [-0.5, 0.1, 0.0], [0.0, 0.5, -0.2], [-0.5, 0.3, 0.1], [0.0, 0.3, 0.2], [0.2, 0.0, 0.1], [0.1, -0.3, -0.1], [-0.3, -0.5, -0.1], [-0.1, -0.3, 0.5]]}

---

# 4
{"formula": "C24H44O3P2STc", "method": "ωB97M-V/def2-TZVPD", "de_lowest_ev": 0.000, "e_tot_ha": -2327.55011, "e_lumo_ev": [-8.88, -10.05], "total_charge": 2, "multiplicity": 4, "e_homo_ev": [-13.196, -13.190], "symbols": ["Tc", "C", "C", "C", "C", "C", "C", "H", "H", "H", "C", "H", "H", "H", "C", "H", "H", "H", "C", "H", "H", "H", "C", "H", "H", "H", "C", "C", "C", "C", "C", "C", "C", "C", "H", "H", "H", "H", "H", "H", "H", "H", "H", "H", "H", "H", "P", "C", "C", "P", "C", "C", "C", "H", "H", "H", "H", "H", "H", "H", "H", "H", "H", "H", "H", "H", "H", "C", "S", "O", "O", "O", "H", "H", "H"], "positions_angstrom": [[0.111, 0.011, -0.470], [-1.517, -0.626, 1.527], [-1.077, -1.522, 0.457], [0.671, -1.180, 1.990], [-0.440, -0.433, 2.430], [0.330, -1.832, 0.730], [-2.904, -0.153, 1.697], [-3.463, -0.266, 0.761], [-2.933, 0.905, 1.992], [-3.424, -0.735, 2.472], [-0.478, 0.444, 3.641], [-1.364, 1.097, 3.622], [0.402, 1.105, 3.679], [-0.510, -0.126, 4.581], [1.962, -1.332, 2.689], [1.805, -1.871, 3.637], [2.431, -0.362, 2.925], [2.679, -1.905, 2.084], [1.062, -3.000, 0.167], [0.985, -3.830, 0.877], [2.122, -2.776, 0.014], [0.638, -3.325, -0.785], [-1.999, -2.406, -0.333], [-2.305, -3.266, 0.286], [-1.523, -2.805, -1.240], [-2.912, -1.877, -0.641], [-0.519, 1.950, -1.231], [-1.624, 1.045, -1.259], [-2.119, 0.379, -2.504], [-1.097, -0.583, -3.175], [0.079, -0.967, -2.305], [1.265, -0.142, -2.139], [1.457, 1.218, -2.750], [0.377, 2.278, -2.382], [-2.432, 1.142, -3.238], [-0.737, -0.139, -4.133], [-3.027, -0.196, -2.239], [-0.244, 2.498, -3.263], [-0.660, 2.796, -0.551], [-2.415, 1.332, -0.548], [0.919, 3.186, -2.105], [2.442, 1.578, -2.403], [2.196, -0.709, -2.052], [1.513, 1.128, -3.844], [-1.635, -1.510, -3.443], [0.328, -2.034, -2.357], [-0.281, 1.357, -6.061], [-0.357, 3.189, -6.353], [-1.507, 0.957, -7.406], [1.987, -0.452, -6.801], [1.180, 1.160, -7.188], [1.438, -1.319, -8.357], [3.591, 0.004, -7.617], [0.518, 3.670, -5.898], [-1.266, 3.601, -5.896], [-0.359, 3.377, -7.440], [-1.309, 1.617, -8.268], [-2.522, 1.144, -7.031], [-1.437, -0.095, -7.721], [3.401, 0.329, -8.658], [4.232, -0.890, -7.611], [4.084, 0.809, -7.060], [1.892, 1.986, -7.022], [0.825, 1.162, -8.236], [2.011, -2.256, -8.420], [1.679, -0.686, -9.231], [0.368, -1.561, -8.350], [2.330, 2.981, 2.316], [2.211, 2.585, 0.586], [1.610, 3.720, -0.093], [3.499, 2.087, 0.152], [1.170, 1.406, 0.680], [3.080, 3.775, 2.382], [2.657, 2.126, 2.928], [1.333, 3.320, 2.595]], "atomic_forces_ev_per_a": [[0.4, 1.4, 6.7], [0.8, -0.2, 0.5], [0.9, -0.8, -0.2], [0.4, -0.5, -1.4], [-1.2, 0.9, -0.2], [-1.0, -0.5, 0.6], [-0.3, 0.5, -0.4], [0.0, 0.0, 0.3], [-0.1, -0.3, 0.0], [0.2, 0.1, -0.1], [-0.2, 0.4, -0.1], [0.3, -0.3, 0.0], [-0.2, -0.3, 0.0], [0.1, 0.0, -0.3], [0.5, 0.0, -0.3], [0.0, 0.2, -0.1], [-0.3, -0.3, 0.0], [-0.3, 0.2, 0.3], [0.3, -0.2, -0.1], [0.1, 0.0, -0.1], [-0.1, -0.1, 0.0], [0.1, 0.0, 0.2], [-0.2, -0.1, -0.2], [0.1, 0.3, -0.1], [-0.1, 0.1, 0.4], [0.3, -0.2, 0.1], [-3.1, 1.5, -1.4], [0.1, 2.3, -0.1], [-0.3, -1.0, -0.4], [-0.7, -0.1, -0.1], [2.4, 0.1, -2.5], [-0.3, -2.0, -3.2], [0.5, 0.7, 0.7], [0.7, 0.1, -0.2], [0.1, -0.1, 0.3], [0.1, -0.1, 0.7], [0.4, 0.3, -0.2], [-0.1, -0.2, 0.1], [0.5, -0.6, 0.4], [0.5, -0.4, 0.0], [-0.3, -0.1, -0.2], [-0.4, 0.0, -0.2], [-0.2, 0.1, 0.6], [-0.1, -0.3, 0.2], [0.3, 0.4, 0.1], [-0.2, 0.3, 0.6], [-0.1, 1.2, -2.2], [-0.3, 0.1, 0.5], [-0.5, -0.2, 0.4], [0.7, 0.3, -1.8], [-0.1, -0.2, 0.6], [-0.2, -0.5, 0.3], [0.3, -0.2, 0.4], [-0.2, 0.0, -0.1], [0.2, 0.1, -0.2], [0.0, 0.0, 0.5], [-0.1, -0.4, 0.4], [0.1, -0.1, -0.2], [0.0, 0.3, 0.1], [0.2, -0.1, 0.6], [0.0, 0.4, -0.1], [0.1, -0.2, -0.1], [-0.3, -0.3, 0.0], [0.3, 0.2, 0.5], [-0.3, 0.2, -0.1], [-0.2, -0.4, 0.4], [0.2, 0.0, 0.0], [0.0, -0.1, -0.1], [1.2, 0.8, 0.3], [0.4, -1.2, 0.5], [-1.4, 0.1, -0.1], [-0.4, -1.1, -1.0], [-0.3, 0.0, 0.0], [-0.1, 0.2, -0.5], [0.2, 0.2, 0.2]]}